DFT (the ωB97M-V functional and the def2-TZVPD basis) results for 10 unconnected molecules or ions with the total composition C20H40N14O14 at a distorted geometry.

Last column: Löwdin charge in e.
Geometry (Å):
C 0.013 -0.656 -0.534  -0.9559
O -0.089 -0.351 -1.730  -0.0963
O -0.397 -1.696 -0.037  -0.0623
O 0.532 0.164 0.264  -0.0992
C 2.981 3.099 4.674  0.0121
C 2.333 3.463 3.422  -0.0067
C 1.431 2.618 2.779  -0.3478
C 1.229 1.374 3.226  -0.0360
C 1.884 0.908 4.332  -0.0019
C 2.621 1.779 5.118  -0.3585
O 2.970 1.327 6.321  0.0488
O 0.923 2.915 1.548  0.0169
H 3.735 3.667 5.198  0.0922
H 2.365 4.477 3.053  0.1012
H 0.725 0.583 2.692  0.0963
H 1.653 -0.055 4.763  0.1247
H 3.140 2.104 6.858  0.0983
H 0.529 2.171 1.087  0.0451
C -2.568 3.952 -0.064  -0.0207
C -2.042 2.819 -0.705  -0.0107
C -2.860 2.021 -1.533  -0.2805
C -4.206 2.348 -1.704  -0.0195
C -4.801 3.395 -0.948  0.0108
C -3.935 4.242 -0.131  -0.3442
O -4.298 5.271 0.611  0.0411
O -2.410 0.851 -2.158  0.0026
H -1.784 4.382 0.541  0.1092
H -1.027 2.477 -0.562  0.0830
H -4.807 1.692 -2.315  0.1081
H -5.856 3.609 -1.034  0.0914
H -3.599 5.446 1.245  0.1014
H -1.619 0.526 -1.721  0.0258
C -0.553 -5.224 -0.166  -0.8051
O -0.612 -6.394 0.099  0.0343
N -0.935 -4.289 0.619  0.1542
N -0.088 -4.602 -1.227  0.1698
H -0.789 -3.344 0.295  0.0284
H -1.080 -4.543 1.586  0.1205
H -0.073 -3.595 -1.150  0.0689
H 0.270 -5.133 -2.008  0.1164
C 1.394 -1.820 -4.549  -0.7897
O 2.031 -1.953 -5.599  -0.0246
N 0.785 -2.781 -3.942  0.1910
N 1.164 -0.625 -4.086  0.1672
H 1.044 -3.700 -4.270  0.1241
H 0.348 -2.505 -3.074  0.0791
H 0.704 -0.500 -3.196  0.0239
H 1.736 0.188 -4.268  0.1118
C -2.738 -3.064 -2.989  -0.8076
O -3.149 -3.738 -3.943  -0.0191
N -2.918 -3.382 -1.776  0.1847
N -2.158 -1.902 -3.105  0.1827
H -2.192 -3.079 -1.143  0.0787
H -3.488 -4.215 -1.810  0.1298
H -1.783 -1.383 -2.324  0.0613
H -2.216 -1.406 -3.983  0.1260
C 2.080 -2.280 2.724  -0.7819
O 2.634 -3.092 3.454  0.0090
N 2.597 -1.614 1.747  0.1862
N 0.809 -2.214 2.494  0.1559
H 1.985 -1.011 1.216  0.0599
H 3.567 -1.578 1.468  0.1186
H 0.428 -1.863 1.628  0.0449
H 0.291 -2.791 3.142  0.1131
C 4.323 0.279 -0.517  -0.7808
O 5.576 0.129 -0.545  -0.0346
N 3.707 1.049 0.300  0.1752
N 3.452 -0.142 -1.350  0.1929
H 2.719 0.849 0.342  0.0641
H 4.218 1.623 0.956  0.1327
H 3.567 -0.716 -2.173  0.1261
H 2.484 0.091 -1.179  0.0711
C 0.894 3.158 -2.420  -0.7465
O 0.944 4.359 -2.808  -0.0448
N 1.354 2.712 -1.295  0.1810
N 0.227 2.264 -3.091  0.1848
H 1.706 3.435 -0.684  0.1134
H 1.195 1.803 -0.886  0.0490
H -0.347 2.538 -3.876  0.1309
H 0.357 1.296 -2.834  0.0558
C -2.794 -0.730 2.454  -0.8221
O -3.839 -0.567 2.934  0.0769
N -2.160 -1.846 2.391  0.1759
N -2.046 0.209 1.865  0.1862
H -2.570 -2.662 2.821  0.1218
H -1.361 -1.830 1.774  0.0470
H -1.275 0.048 1.233  0.0526
H -2.191 1.161 2.170  0.1102

The HOMO energy is -3.96 eV. The value obtained for the strongest force on any atom is 0.13353 Eh/bohr. As for the charge: -2. Its LUMO energy is 3.694 eV. The orbital gap is 0.2813 Ha. As for the calculated total energy: -2606.3537 a.u.

***

DFT (the ωB97M-V functional and the def2-TZVPD basis) results for 3 unconnected molecules or ions with the total composition C3H11NO4 at a distorted geometry.

Last column: Löwdin charge in e.
Geometry (Å):
O 2.334 -1.514 -0.301  0.0950
C 2.033 -0.391 0.130  -0.5106
O 2.394 0.729 -0.602  0.0703
C 0.327 -0.241 0.265  -0.3137
C -0.077 1.055 0.946  -0.0342
N -0.274 -0.455 -0.919  0.1585
H 2.504 0.443 -1.521  0.1294
H 0.068 -1.058 0.980  0.1791
H -0.453 1.753 0.201  0.0908
H -0.877 0.884 1.642  0.0783
H 0.742 1.573 1.439  0.0891
H -0.041 -1.369 -1.292  0.1226
H -1.325 -0.529 -0.823  0.1187
H 2.399 -0.156 1.141  0.1850
H -2.798 -1.631 0.765  -0.0131
O -2.215 -0.849 0.761  -0.3158
H -3.803 1.840 -0.014  0.0218
H -2.762 0.616 0.107  -0.0462
O -3.074 1.380 -0.429  -0.1050

The HOMO energy is -9.32 eV. The value obtained for the strongest force on any atom is 0.09949 Eh/bohr. Its LUMO energy is -4.083 eV. The orbital gap is 0.1926 Ha. As for the calculated total energy: -476.3974 a.u. The value obtained for the energy above the lowest of the compared OMol25 structures with the same formula, charge and spin is 7.627 eV.

***

DFT (the ωB97M-V functional and the def2-TZVPD basis) results for a molecular structure, C27H25BrF10N2OPSSc.

Last column: Löwdin charge in e.
Geometry (Å):
Sc 0.058 -1.463 -0.277  0.6590
F -3.868 -1.918 5.802  0.1885
C -3.523 -1.585 4.579  -0.1146
C -4.453 -1.045 3.710  -0.1159
F -5.694 -0.854 4.106  0.1798
C -4.066 -0.696 2.422  -0.2005
F -4.991 -0.150 1.640  0.1326
C -2.774 -0.884 1.953  -0.2834
P -2.332 -0.320 0.280  1.0702
C -3.595 -0.976 -0.820  -0.3817
C -3.861 -0.319 -2.020  -0.0946
C -4.768 -0.863 -2.918  -0.0507
C -5.401 -2.061 -2.623  -0.0447
C -5.127 -2.725 -1.434  -0.0540
C -4.219 -2.189 -0.535  -0.0940
C -2.429 1.472 0.340  -0.3604
C -1.262 2.150 0.699  -0.1017
C -1.270 3.528 0.842  -0.0562
C -2.444 4.234 0.614  -0.0421
C -3.606 3.564 0.252  -0.0408
C -3.605 2.185 0.119  -0.0726
C -1.856 -1.411 2.864  -0.4992
Br 0.000 -1.617 2.486  0.9688
C -2.210 -1.762 4.151  -0.2512
F -1.325 -2.260 5.000  0.1130
H -3.373 0.618 -2.260  0.1148
H -4.983 -0.345 -3.842  0.1190
H -6.116 -2.477 -3.320  0.1189
H -5.628 -3.655 -1.203  0.1185
H -4.007 -2.715 0.388  0.1164
H -0.335 1.611 0.878  0.0563
H -0.367 4.048 1.125  0.1132
H -2.454 5.310 0.720  0.1192
H -4.517 4.118 0.077  0.1203
H -4.519 1.671 -0.149  0.1107
C 3.697 2.402 -0.635  -0.0524
N 4.393 1.197 -0.171  -0.1803
C 5.763 1.429 0.312  -0.0066
C 3.788 0.026 -0.032  -0.6442
S 2.041 0.047 0.042  0.6769
N 4.501 -1.098 0.051  -0.1842
C 4.069 -2.267 0.805  -0.0379
C 5.735 -1.297 -0.716  -0.0133
H 4.439 3.046 -1.101  0.1044
H 3.242 2.923 0.207  0.1023
H 2.939 2.144 -1.367  0.0700
H 5.776 2.414 0.773  0.1070
H 6.489 1.412 -0.500  0.1032
H 6.016 0.681 1.058  0.1018
H 3.144 -2.053 1.332  0.0495
H 4.837 -2.518 1.537  0.1118
H 3.926 -3.118 0.140  0.0932
H 5.854 -0.502 -1.444  0.0965
H 5.641 -2.242 -1.249  0.1058
H 6.609 -1.342 -0.069  0.1061
C -1.674 -5.049 -1.604  0.0663
C -0.671 -3.925 -1.446  -0.3941
O -0.967 -3.037 -0.401  -0.2280
C -0.659 -3.059 -2.723  -0.5004
F -1.815 -2.467 -2.924  0.2188
F -0.241 -3.613 -3.825  0.2493
F 0.260 -1.973 -2.441  0.0206
C 0.752 -4.443 -1.131  -0.5196
F 0.746 -5.345 -0.172  0.2198
F 1.491 -3.362 -0.633  0.0420
F 1.415 -4.901 -2.176  0.2224
H -2.672 -4.616 -1.652  0.0986
H -1.619 -5.722 -0.752  0.1132
H -1.487 -5.618 -2.515  0.1211

The HOMO energy is -14.26 eV. The value obtained for the strongest force on any atom is 0.01381 Eh/bohr. As for the charge: +2. Its LUMO energy is -6.439 eV. The orbital gap is 0.2873 Ha. As for the calculated total energy: -6301.1514 a.u. The value obtained for the energy above the lowest of the compared OMol25 structures with the same formula, charge and spin is 0.420 eV.

***

DFT (the ωB97M-V functional and the def2-TZVPD basis) results for a single C3H6S2 molecule at a distorted geometry.

Last column: Löwdin charge in e.
Geometry (Å):
S -2.304 0.012 -0.068  0.6985
C -0.643 -0.759 -0.364  -0.5792
C 0.385 -0.066 0.437  -0.6909
C 1.225 1.006 -0.216  -0.4793
S 2.063 -0.502 -0.021  0.8281
H -2.460 -0.371 1.162  -0.1858
H -0.708 -1.850 -0.148  0.0871
H -0.438 -0.597 -1.412  0.0638
H 0.227 0.053 1.535  0.1188
H 1.489 1.852 0.379  0.0646
H 1.164 1.223 -1.283  0.0743

The SMILES is SC[C@@H]1CS1. The HOMO energy is -8.88 eV. The value obtained for the strongest force on any atom is 0.04301 Eh/bohr. Its LUMO energy is 0.801 eV. The orbital gap is 0.3557 Ha. As for the calculated total energy: -914.2453 a.u. The value obtained for the energy above the lowest of the compared OMol25 structures with the same formula, charge and spin is 0.827 eV.

***

DFT (the ωB97M-V functional and the def2-TZVPD basis) results for a molecular structure, C5HF2OYb at a distorted geometry.

Last column: Löwdin charge in e.
Geometry (Å):
C -4.175 -0.440 0.391  0.2152
C -4.813 0.598 0.560  0.0958
F -5.569 1.527 0.229  0.3811
O -2.825 0.062 0.184  0.0543
C -1.681 0.122 0.048  0.3274
C 4.045 -0.091 0.154  -0.0334
C 4.477 -0.688 -0.822  -0.1622
H 4.224 0.562 1.005  0.0904
F 4.814 -1.365 -1.800  0.2979
Yb 1.504 -0.288 0.051  1.7335

The HOMO energy is -22.23 eV. The value obtained for the strongest force on any atom is 0.12900 Eh/bohr. As for the charge: +3. Its LUMO energy is -13.757 eV. The orbital gap is 0.3113 Ha. As for the calculated total energy: -1623.1755 a.u. The value obtained for the energy above the lowest of the compared OMol25 structures with the same formula, charge and spin is 1.101 eV.

***

DFT (the ωB97M-V functional and the def2-TZVPD basis) results for a gas-phase ion, C5H9N2S (charge +1) at a distorted geometry.

Last column: Löwdin charge in e.
Geometry (Å):
N 1.879 -2.138 0.257  0.2200
C 1.048 -1.128 0.042  -0.3296
N -0.259 -1.173 -0.077  0.1410
C -1.222 0.009 -0.119  -0.0735
C -0.482 1.400 -0.374  -0.1237
C 0.683 1.451 0.638  -0.1995
C 1.561 0.263 0.240  -0.6264
S 3.057 0.628 -0.261  0.9198
H 2.853 -1.987 0.180  0.0838
H 1.681 -3.118 0.336  0.1434
H -0.678 -2.090 -0.100  0.1662
H -1.885 0.010 0.716  0.1224
H -1.789 -0.060 -0.974  0.0921
H -1.339 2.109 -0.233  0.1432
H -0.022 1.416 -1.360  0.1190
H 0.135 1.395 1.588  0.1348
H 1.306 2.273 0.647  0.0671

The SMILES is [NH2+]=C1NCCCC1=S. The HOMO energy is -13.30 eV. The value obtained for the strongest force on any atom is 0.06877 Eh/bohr. As for the charge: +1. Its LUMO energy is -5.338 eV. The orbital gap is 0.2928 Ha. As for the calculated total energy: -703.3517 a.u. The value obtained for the energy above the lowest of the compared OMol25 structures with the same formula, charge and spin is 0.556 eV.